6 unconnected molecules or ions with the total composition C11H32BF4O9, computed with ωB97M-V with the def2-TZVPD basis set.

Values from the calculation:
Gap between HOMO and LUMO = 8.882 eV
Electronic energy = -41904.5484 eV
Charge = -1
Lowest unoccupied orbital energy = 2.582 eV

Each line ends with the Löwdin charge.
Geometry (Å):
B 0.531 0.645 0.982  -1.450
F 1.551 1.505 0.807  0.177
F 0.919 -0.554 0.565  0.193
F 0.210 0.626 2.342  0.118
F -0.577 1.085 0.283  0.130
C -3.393 -0.707 4.297  -0.206
C -2.080 -0.462 5.057  -0.202
O -0.904 -0.934 4.298  -0.091
O -3.633 0.063 3.040  -0.077
H -4.214 -0.624 5.008  0.097
H -3.447 -1.773 4.077  0.107
H -1.937 -1.071 5.950  0.111
H -2.021 0.583 5.362  0.109
H -1.100 -0.685 3.392  0.043
H -4.218 -0.411 2.444  0.063
C 0.485 4.049 -3.499  -0.243
C -0.588 3.903 -2.418  -0.224
O 0.033 3.404 -1.219  -0.049
O 0.911 2.742 -3.926  -0.079
H 1.361 4.480 -3.015  0.103
H 0.195 4.694 -4.328  0.109
H -1.352 3.187 -2.723  0.117
H -1.042 4.892 -2.366  0.111
H 0.217 2.489 -1.445  0.062
H 1.359 2.965 -4.745  0.072
C 0.330 -5.053 1.438  -0.240
C 1.011 -3.674 1.655  -0.244
O 1.149 -3.084 0.395  -0.068
O -0.994 -4.774 1.034  -0.101
H 0.400 -5.664 2.338  0.107
H 0.695 -5.590 0.563  0.110
H 2.048 -3.898 1.906  0.105
H 0.505 -3.124 2.449  0.126
H 0.982 -2.157 0.581  0.030
H -0.864 -4.221 0.261  0.016
C 4.245 4.086 -1.282  -0.262
C 3.819 2.776 -1.941  -0.264
O 4.472 1.706 -1.294  -0.063
O 3.814 3.910 0.015  -0.046
H 3.748 4.886 -1.830  0.111
H 5.330 4.193 -1.294  0.112
H 4.079 2.799 -3.000  0.111
H 2.770 2.525 -1.783  0.112
H 4.403 1.046 -1.989  0.089
H 4.017 3.007 0.267  0.079
C -2.349 -1.774 -0.073  -0.036
C -2.173 -2.323 -1.484  -0.471
C -1.520 -1.420 -2.557  -0.040
O -1.341 -3.424 -1.337  -0.059
H -2.723 -0.751 -0.092  0.081
H -1.460 -1.747 0.557  0.076
H -3.054 -2.342 0.535  0.076
H -3.171 -2.543 -1.864  0.125
H -2.008 -0.456 -2.703  0.071
H -1.327 -1.930 -3.501  0.070
H -0.591 -1.025 -2.145  0.079
H -1.509 -4.051 -2.044  0.108